<one>
Here is the molecule C14H20N2O4 from OMol25. Energies are from ωB97M-V/def2-TZVPD.

Structure (XYZ):
```
40
Properties=species:S:1:pos:R:3
C 2.05 -1.31 2.74
H 2.11 -0.23 2.90
H 3.01 -1.74 3.01
C 1.71 -1.59 1.28
H 2.49 -1.17 0.64
H 0.78 -1.09 1.02
C 1.52 -3.09 1.00
N 0.82 -3.27 -0.26
H 0.49 -4.22 -0.35
C 1.43 -2.83 -1.50
C 0.34 -2.30 -2.44
H -0.41 -3.06 -2.65
H 0.80 -1.94 -3.37
O -0.38 -1.23 -1.83
C 0.24 -0.06 -1.72
O 1.32 0.19 -2.19
C -0.56 0.93 -0.95
C -0.16 2.26 -0.96
C -0.86 3.21 -0.24
C -1.98 2.80 0.49
C -2.39 1.47 0.51
C -1.68 0.54 -0.21
H -1.97 -0.50 -0.20
H -3.25 1.20 1.10
N -2.72 3.79 1.24
O -3.68 3.40 1.88
O -2.35 4.94 1.19
H -0.57 4.25 -0.23
H 0.71 2.53 -1.53
H 1.98 -3.62 -2.03
H 2.12 -2.01 -1.29
C 2.80 -3.93 1.17
C 4.06 -3.43 0.47
H 3.94 -3.37 -0.60
H 4.35 -2.45 0.85
H 4.89 -4.11 0.68
H 3.01 -4.02 2.24
H 2.58 -4.94 0.80
H 0.81 -3.46 1.75
H 1.29 -1.72 3.39
```

Calculated values
HOMO level   -8.84 eV
SMILES   CCC(CC)NCCOC(=O)c1ccc([N+](=O)[O-])cc1
Molar mass   280.3 g mol⁻¹

***

<two>
Here is the molecule C14H20N2O4 from OMol25. Energies are from ωB97M-V/def2-TZVPD.

Structure (XYZ):
```
40
Properties=species:S:1:pos:R:3
O -1.96 0.87 1.76
O 1.07 2.38 -1.47
O 2.00 -2.43 2.40
O 0.19 1.05 1.00
C -0.77 0.67 1.91
C 0.66 1.35 -1.94
C 1.55 -1.34 2.06
C 0.64 0.06 0.19
C 1.32 -1.08 0.63
N 0.44 0.20 -1.16
N -0.33 -0.01 3.02
C 1.85 -2.09 -0.33
C -1.27 1.92 -5.21
C -2.04 0.41 -3.48
C 0.37 1.28 -3.48
C -1.16 -0.43 4.15
C 1.10 -0.35 3.17
C -0.25 -1.34 4.96
C 1.16 -0.93 4.61
C -1.09 1.58 -3.74
H 0.27 -0.63 -1.71
H 2.88 -2.32 -0.06
H 1.23 -3.01 -0.34
H 1.88 -1.70 -1.35
H -2.30 2.14 -5.49
H -0.89 1.13 -5.89
H -0.70 2.84 -5.44
H -2.18 0.22 -2.42
H -1.70 -0.52 -3.96
H -3.04 0.65 -3.89
H 1.03 2.07 -3.95
H 0.67 0.33 -3.91
H -1.42 0.46 4.75
H -2.06 -0.88 3.84
H 1.75 0.55 3.09
H -0.44 -1.19 6.05
H -0.46 -2.39 4.73
H 1.54 -0.16 5.30
H 1.83 -1.78 4.72
H -1.38 2.40 -3.12
```

Calculated values
HOMO level   -9.06 eV
SMILES   CC1=C(NC(=O)CC(C)C)OC(=O)N2CCC[C@H]2C1=O
Molar mass   280.3 g mol⁻¹

***

What should be chosen as the least stable of them? Choose <one>.

***

<one>
Here is a cluster of 2 separate species, C8H8N4O4 in total from OMol25. Energies are from ωB97M-V/def2-TZVPD.

Structure (XYZ):
```
24
Properties=species:S:1:pos:R:3
C 3.20 -0.94 0.35
C 2.55 -1.31 -0.93
C 1.78 -0.37 -1.60
C 2.27 1.36 -0.09
C -2.57 1.33 0.05
C -2.11 1.04 1.33
C -2.13 -0.25 1.72
C -2.80 -1.18 -0.36
H 3.49 0.84 1.41
H 2.72 -2.31 -1.22
H 1.39 -0.66 -2.52
H 1.38 1.72 -1.72
H -2.71 0.43 -1.89
H -1.72 1.80 1.96
H -1.80 -0.46 2.75
H -2.39 -2.29 1.39
N 2.85 0.43 0.72
N 1.61 0.88 -1.17
N -2.83 0.14 -0.75
N -2.26 -1.30 0.94
O 3.81 -1.69 1.04
O 2.27 2.57 0.07
O -2.79 2.39 -0.45
O -3.21 -2.17 -1.01
```

Calculated values
HOMO level   -9.60 eV
SMILES   O=c1cc[nH]c(=O)[nH]1.O=c1cc[nH]c(=O)[nH]1
Molar mass   224.2 g mol⁻¹

***

<two>
Here is a cluster of 2 separate species, C8H8N4O4 in total from OMol25. Energies are from ωB97M-V/def2-TZVPD.

Structure (XYZ):
```
24
Properties=species:S:1:pos:R:3
C 1.02 2.29 -0.66
C 0.32 1.11 -0.91
C 0.87 -0.03 -0.49
C 2.92 0.75 0.38
C -1.07 -2.31 0.76
C -1.09 -1.18 1.54
C -1.68 0.01 1.37
C -2.11 -0.71 -0.92
H 2.96 2.71 -0.32
H -0.53 1.31 -1.67
H 0.41 -1.08 -0.86
H 2.43 -1.21 0.27
H -1.86 -2.58 -1.39
H -0.63 -1.22 2.57
H -1.68 0.88 2.14
H -2.36 1.22 -0.26
N 2.23 1.97 0.00
N 2.02 -0.23 0.10
N -1.84 -2.08 -0.46
N -2.30 0.26 0.13
O 0.98 3.51 -1.08
O 4.07 0.53 0.75
O -0.61 -3.45 1.03
O -2.46 -0.47 -2.03
```

Calculated values
HOMO level   -9.92 eV
SMILES   O=c1cc[nH]c(=O)[nH]1.O=c1cc[nH]c(=O)[nH]1
Molar mass   224.2 g mol⁻¹

***

What should be chosen as the least stable of them? Choose <two>.

***

<one>
Here is the ion C4H10NO2 with charge -1 from OMol25. Energies are from ωB97M-V/def2-TZVPD.

Structure (XYZ):
```
17
Properties=species:S:1:pos:R:3
C -0.11 1.05 1.42
O 0.85 0.68 2.54
C -0.17 0.03 0.47
C 0.57 0.15 -0.77
C 0.57 -1.24 -1.54
O -0.64 -1.43 -2.09
N -1.73 -0.07 0.07
H -1.00 1.23 1.95
H 0.21 2.14 0.94
H 1.02 -0.33 2.58
H 0.29 -0.92 0.96
H 0.08 0.82 -1.50
H 1.53 0.62 -0.97
H 1.34 -1.11 -2.37
H 0.91 -2.02 -0.82
H -1.67 -0.47 -0.90
H -2.07 0.86 0.03
```

Calculated values
HOMO level   -2.64 eV
SMILES   N[C@H](CO)CC[O-]
Net charge   -1
Molar mass   104.1 g mol⁻¹

***

<two>
Here is a cluster of 2 separate species, C4H10NO2 in total from OMol25. Energies are from ωB97M-V/def2-TZVPD.

Structure (XYZ):
```
17
Properties=species:S:1:pos:R:3
C -1.07 0.73 1.18
C -0.55 1.58 0.04
C 0.85 2.10 0.32
H -0.54 -0.23 1.18
H -2.13 0.49 1.13
H -0.90 1.23 2.14
H -1.23 2.42 -0.16
H -0.53 0.96 -0.86
H 1.14 2.93 -0.34
H 0.96 2.46 1.35
H 1.58 1.30 0.17
N 0.58 -3.30 -1.39
C 0.31 -2.01 -0.84
O 1.24 -1.48 -0.19
O -0.83 -1.56 -1.09
H 1.37 -3.79 -1.01
H -0.24 -3.83 -1.61
```

Calculated values
HOMO level   -4.03 eV
Net charge   -1
Molar mass   104.1 g mol⁻¹

***

What should be chosen as the least stable of them? Choose <one>.

***

<one>
Here is the ion C4H10NO2 with charge -1 from OMol25. Energies are from ωB97M-V/def2-TZVPD.

Structure (XYZ):
```
17
Properties=species:S:1:pos:R:3
C -0.88 1.07 -0.92
O 0.30 1.06 -1.70
C -0.86 -0.29 -0.13
C 0.33 -0.57 0.91
C 1.68 0.13 0.52
O 0.09 0.18 2.15
N -0.62 -1.46 -1.13
H -1.77 1.44 -1.70
H -0.84 1.76 -0.03
H -1.78 -0.55 0.50
H 0.53 -1.63 1.02
H 2.10 -0.06 -0.43
H 1.62 1.22 0.53
H 2.44 -0.13 1.38
H -0.79 0.16 2.55
H -0.08 -0.82 -1.84
H -1.47 -1.51 -1.69
```

Calculated values
HOMO level   -2.76 eV
SMILES   C[C@@H](O)[C@H](N)C[O-]
Net charge   -1
Molar mass   104.1 g mol⁻¹

***

<two>
Here is the ion C4H10NO2 with charge -1 from OMol25. Energies are from ωB97M-V/def2-TZVPD.

Structure (XYZ):
```
17
Properties=species:S:1:pos:R:3
C 0.05 -0.20 0.91
C 0.99 1.01 0.46
C 0.79 1.63 -0.93
O -0.63 2.07 -1.09
N -0.07 -1.12 -0.27
C -1.26 -1.95 0.11
O -1.48 -2.16 1.41
H -1.09 0.03 1.15
H 0.60 -0.61 1.81
H 2.01 0.51 0.44
H 1.06 1.84 1.30
H 1.11 1.07 -1.80
H 1.41 2.58 -1.08
H -0.97 1.20 -1.32
H 0.71 -1.77 -0.27
H -1.19 -2.85 -0.49
H -2.04 -1.28 -0.35
```

Calculated values
HOMO level   -2.53 eV
SMILES   [O-]CNCCCO
Net charge   -1
Molar mass   104.1 g mol⁻¹

***

What should be chosen as the least stable of them? Choose <one>.

***

<one>
Here is a cluster of 4 separate species, C4H16NO3 in total from OMol25. Energies are from ωB97M-V/def2-TZVPD.

Structure (XYZ):
```
24
Properties=species:S:1:pos:R:3
C 0.73 -0.82 -1.04
N 0.11 -0.44 0.32
C 1.18 -0.35 1.26
C 2.44 0.14 0.50
C 2.13 -0.32 -1.01
H 0.87 -1.97 -1.21
H 0.16 -0.29 -1.93
H -0.59 -1.19 0.62
H -0.41 0.53 0.26
H 1.46 -1.38 1.57
H 0.92 0.02 2.32
H 2.75 1.13 0.70
H 3.42 -0.46 1.02
H 2.86 -1.03 -1.45
H 2.27 0.63 -1.76
H -1.40 3.04 -1.58
H -1.06 1.84 -2.48
O -1.30 2.05 -1.54
H -3.32 -2.49 0.75
H -2.99 -1.03 1.27
O -2.57 -1.87 0.95
H -2.70 1.45 0.05
H -2.64 1.75 1.53
O -2.31 1.08 0.87
```

Calculated values
HOMO level   -14.69 eV
Net charge   +1
Molar mass   126.2 g mol⁻¹

***

<two>
Here is a cluster of 3 separate species, C4H16NO3 in total from OMol25. Energies are from ωB97M-V/def2-TZVPD.

Structure (XYZ):
```
24
Properties=species:S:1:pos:R:3
O -1.37 -1.86 -1.74
C -1.92 -0.97 -0.75
C -0.82 0.02 -0.47
N 0.49 -0.75 -0.37
C 1.65 0.07 0.13
C -0.73 1.06 -1.57
H -2.06 -2.21 -2.32
H -2.12 -1.61 0.13
H -2.80 -0.46 -1.09
H -0.89 0.53 0.48
H 0.32 -1.62 0.13
H 0.72 -1.02 -1.32
H 1.26 0.98 0.55
H 2.27 0.31 -0.73
H 2.26 -0.54 0.80
H 0.15 1.70 -1.59
H -0.89 0.59 -2.55
H -1.52 1.81 -1.46
H 3.15 -1.22 3.46
H 4.18 -1.29 2.31
O 3.24 -1.22 2.50
H -1.47 3.11 1.25
H -1.61 2.34 2.58
O -1.48 2.23 1.63
```

Calculated values
HOMO level   -14.58 eV
Net charge   +1
Molar mass   126.2 g mol⁻¹

***

What should be chosen as the least stable of them? Choose <one>.

***

<one>
Here is the molecule C2H3N3 from OMol25. Energies are from ωB97M-V/def2-TZVPD.

Structure (XYZ):
```
8
Properties=species:S:1:pos:R:3
N -0.98 -0.06 0.04
C 0.00 0.87 0.19
C 1.16 0.18 -0.19
N 0.72 -1.09 -0.55
N -0.53 -1.25 -0.35
H -1.98 0.03 0.13
H -0.28 1.88 0.47
H 1.90 -0.56 0.25
```

Calculated values
HOMO level   -9.65 eV
SMILES   c1c[nH]nn1
Molar mass   69.1 g mol⁻¹

***

<two>
Here is a structure of composition C2H3N3 from OMol25. Energies are from ωB97M-V/def2-TZVPD.

Structure (XYZ):
```
8
Properties=species:S:1:pos:R:3
N 1.07 0.49 0.12
C -0.76 0.99 -0.56
N -1.41 -0.02 -0.50
C -0.31 -1.27 0.35
N 0.78 -0.71 0.49
H 1.83 0.84 0.72
H -0.65 2.02 -0.86
H -0.55 -2.33 0.24
```

Calculated values
HOMO level   -8.94 eV
Molar mass   69.1 g mol⁻¹

***

<three>
Here is the molecule C2H3N3 from OMol25. Energies are from ωB97M-V/def2-TZVPD.

Structure (XYZ):
```
8
Properties=species:S:1:pos:R:3
N 0.99 -0.09 -0.26
N 0.51 1.00 0.22
C -0.77 0.91 0.42
C -1.32 -0.40 -0.03
N -0.24 -1.09 -0.29
H 1.99 -0.12 -0.06
H -1.27 1.82 0.74
H 0.10 -2.03 -0.75
```

Calculated values
HOMO level   -9.11 eV
Molar mass   69.1 g mol⁻¹

***

<four>
Here is the molecule C2H3N3 from OMol25. Energies are from ωB97M-V/def2-TZVPD.

Structure (XYZ):
```
8
Properties=species:S:1:pos:R:3
N 0.33 0.92 0.24
C 1.18 -0.02 0.09
N 0.60 -1.32 -0.04
N -0.64 -1.18 -0.06
C -0.92 0.24 0.03
H -0.99 0.73 -0.94
H 2.24 0.12 0.06
H -1.80 0.50 0.63
```

Calculated values
HOMO level   -10.42 eV
SMILES   C1=NCN=N1
Molar mass   69.1 g mol⁻¹

***

What should be chosen as the least stable of them? Choose <two>.

***

<one>
Here is the molecule C9H13N3 from OMol25. Energies are from ωB97M-V/def2-TZVPD.

Structure (XYZ):
```
25
Properties=species:S:1:pos:R:3
C 1.06 -1.86 0.37
C -1.82 0.24 0.01
C 1.88 -0.97 -0.09
C -0.72 0.93 -0.31
C -1.68 -1.10 -0.52
C 1.52 0.00 -1.12
C -3.09 0.69 0.79
C 3.25 -0.60 0.63
C -0.30 2.31 -0.01
N -2.39 -2.09 -0.34
N -0.46 -1.17 -1.15
N 0.03 0.08 -1.11
H 0.91 -2.71 0.93
H 2.11 0.94 -0.98
H 1.74 -0.49 -2.05
H -3.92 -0.11 0.63
H -3.25 1.74 0.37
H -2.80 0.56 1.79
H 3.28 -1.26 1.50
H 3.28 0.28 1.24
H 3.98 -0.60 -0.18
H 0.73 2.52 0.23
H -0.79 2.76 0.85
H -0.58 2.85 -0.91
H -1.98 -2.96 -0.57
```

Calculated values
HOMO level (alpha / beta)   -7.37 / -7.47 eV
Molar mass   163.2 g mol⁻¹

***

<two>
Here is a structure of composition C9H13N3 from OMol25. Energies are from ωB97M-V/def2-TZVPD.

Structure (XYZ):
```
25
Properties=species:S:1:pos:R:3
C -2.65 0.93 1.27
C -1.68 0.11 0.70
C -2.24 1.96 2.09
C -0.05 1.46 1.79
C -0.34 0.37 0.96
C 0.61 -1.90 0.19
C 0.44 -2.20 -1.34
C 0.74 -0.41 0.36
C 1.52 1.15 -1.74
N -0.97 2.22 2.35
N 1.09 -1.13 -2.05
N 0.67 0.04 -1.49
H -3.70 0.76 1.06
H -1.96 -0.70 0.04
H -2.96 2.62 2.57
H 0.97 1.72 2.02
H -0.25 -2.29 0.73
H 1.50 -2.41 0.55
H 0.85 -3.16 -1.62
H -0.62 -2.16 -1.59
H 1.73 -0.08 0.65
H 1.42 1.44 -2.79
H 1.19 1.98 -1.12
H 2.59 0.94 -1.54
H 2.11 -1.25 -2.04
```

Calculated values
HOMO level   -7.81 eV
Molar mass   163.2 g mol⁻¹

***

What should be chosen as the least stable of them? Choose <one>.

***

<one>
Here is the molecule C6H6O from OMol25. Energies are from ωB97M-V/def2-TZVPD.

Structure (XYZ):
```
13
Properties=species:S:1:pos:R:3
C -2.71 -0.85 0.12
C -1.54 -0.52 0.03
C -0.18 -0.05 0.00
C 0.62 0.22 -1.24
C 1.45 -0.45 -0.23
O 1.78 0.32 0.88
C 0.42 0.71 1.16
H -3.72 -1.18 0.20
H 0.92 1.20 -1.57
H 0.34 -0.49 -2.02
H 2.25 -1.13 -0.54
H 0.07 0.31 2.11
H 0.37 1.80 1.16
```

Calculated values
HOMO level   -8.59 eV
SMILES   C#C[C@@]12CO[C@@H]1C2
Molar mass   94.1 g mol⁻¹

***

<two>
Here is the molecule C6H6O from OMol25. Energies are from ωB97M-V/def2-TZVPD.

Structure (XYZ):
```
13
Properties=species:S:1:pos:R:3
C 2.89 -0.43 0.76
C 1.82 -0.28 0.21
C 0.47 -0.06 -0.20
C -0.17 1.10 -0.07
C -1.65 0.86 -0.09
O -1.80 -0.50 -0.47
C -0.54 -1.15 -0.51
H 3.83 -0.56 1.25
H 0.28 2.05 0.19
H -2.03 1.03 0.94
H -2.23 1.50 -0.76
H -0.39 -1.59 -1.50
H -0.48 -1.96 0.23
```

Calculated values
HOMO level   -8.94 eV
SMILES   C#CC1=CCOC1
Molar mass   94.1 g mol⁻¹

***

<three>
Here is the molecule C6H6O from OMol25. Energies are from ωB97M-V/def2-TZVPD.

Structure (XYZ):
```
13
Properties=species:S:1:pos:R:3
O 0.38 -1.01 1.72
C -0.18 0.17 1.18
C 0.75 0.95 0.16
C 1.03 0.16 -1.04
C 1.35 -0.44 -2.03
C -1.42 -0.14 0.46
C -2.39 -0.36 -0.22
H 0.56 -1.63 1.00
H -0.46 0.74 2.08
H 1.73 1.22 0.58
H 0.31 1.90 -0.20
H 1.62 -0.97 -2.92
H -3.27 -0.59 -0.76
```

Calculated values
HOMO level   -10.13 eV
SMILES   C#CC[C@H](O)C#C
Molar mass   94.1 g mol⁻¹

***

What should be chosen as the least stable of them? Choose <one>.

***

<one>
Here is the molecule C6H6O from OMol25. Energies are from ωB97M-V/def2-TZVPD.

Structure (XYZ):
```
13
Properties=species:S:1:pos:R:3
C 0.75 -1.83 1.36
C -0.71 -0.34 -1.03
C 0.99 -0.59 1.02
C -0.57 0.79 -0.43
C 1.08 -1.55 -0.10
C -0.55 2.16 0.15
O -0.04 -1.54 -0.93
H 0.18 -2.53 1.94
H -1.44 -0.36 -1.98
H 2.04 -1.86 -0.73
H -0.62 2.23 1.32
H -1.34 2.72 -0.35
H 0.23 2.70 -0.24
```

Calculated values
HOMO level (alpha / beta)   -7.92 / -8.50 eV
Molar mass   94.1 g mol⁻¹

***

<two>
Here is the molecule C6H6O from OMol25. Energies are from ωB97M-V/def2-TZVPD.

Structure (XYZ):
```
13
Properties=species:S:1:pos:R:3
C -0.70 0.47 1.61
C -0.02 0.11 0.37
C 1.33 0.09 0.19
C 1.61 -0.33 -1.21
C 0.24 -0.55 -1.81
C -0.70 -0.30 -0.89
H -0.06 0.70 2.47
H 2.06 0.32 0.96
H 2.17 0.40 -1.79
H 2.22 -1.24 -1.25
H 0.09 -0.83 -2.85
H -1.76 -0.41 -0.99
O -1.90 0.51 1.74
```

Calculated values
HOMO level   -9.15 eV
SMILES   O=CC1=CCC=C1
Molar mass   94.1 g mol⁻¹

***

What should be chosen as the least stable of them? Choose <one>.

***

<one>
Here is a cluster of 2 separate species, C4H8O2 in total from OMol25. Energies are from ωB97M-V/def2-TZVPD.

Structure (XYZ):
```
14
Properties=species:S:1:pos:R:3
C -1.74 1.81 0.19
C -2.46 0.80 -0.40
O -1.95 -0.36 -1.06
H -2.15 2.88 0.29
H -0.68 1.60 0.44
H -3.57 0.94 -0.61
H -2.54 -0.65 -1.72
C 1.77 -1.85 0.35
C 2.21 -0.79 1.01
O 2.36 0.35 0.06
H 1.77 -2.79 0.87
H 1.25 -1.79 -0.63
H 2.37 -0.79 2.12
H 1.60 0.84 0.34
```

Calculated values
HOMO level (alpha / beta)   -12.72 / -12.68 eV
Net charge   +1
Molar mass   88.1 g mol⁻¹
2S+1   2

***

<two>
Here is a cluster of 2 separate species, C4H8O2 in total from OMol25. Energies are from ωB97M-V/def2-TZVPD.

Structure (XYZ):
```
14
Properties=species:S:1:pos:R:3
C -2.43 1.75 -0.53
C -1.75 0.83 0.13
C -0.55 0.09 -0.13
C -0.19 -0.86 0.73
O 0.82 -1.72 0.36
H -3.43 1.89 -0.17
H -1.84 2.03 -1.34
H -2.16 0.45 1.10
H -0.07 0.20 -1.06
H -0.32 -0.86 1.80
H 0.75 -2.61 0.71
H 2.49 -0.50 -0.32
H 2.71 0.89 -0.86
O 3.10 0.17 -0.49
```

Calculated values
HOMO level (alpha / beta)   -14.72 / -14.72 eV
Net charge   +1
Molar mass   88.1 g mol⁻¹
2S+1   2

***

What should be chosen as the least stable of them? Choose <one>.